(P)
Computed, not measured: a single C2H2N6 molecule, with ωB97M-V/def2-TZVPD.

Geometry (Å):
H1 1.4988 1.3074 -1.6469
N1 1.5227 1.1670 -0.5080
C1 0.3015 0.9444 0.0902
N2 0.0215 0.4523 1.4156
C2 -0.2605 -0.7692 1.2490
N3 0.0448 -1.4729 0.1735
N4 -0.1756 -1.0949 -1.0698
N5 -1.1856 -0.1717 -1.1970
N6 -0.8954 0.8728 -0.6980
H2 -0.8722 -1.2350 2.1913

The calculation puts the gap between HOMO and LUMO at 8.30 eV. The charge is 0. Its spin multiplicity is 1. The LUMO energy comes out at -1.7 eV. Its SMILES is [H]/N=c1/ncnnnn1.

***

(Q)
Computed, not measured: a single C2H2N6 molecule, with ωB97M-V/def2-TZVPD.

Geometry (Å):
H1 2.4500 0.3697 1.0236
N1 1.8583 -0.4232 0.7153
C1 0.9696 -0.2936 -0.1148
N2 0.4504 0.9502 -0.5749
C2 -0.7914 1.1373 -0.3184
N3 -1.5966 0.2497 0.5290
N4 -1.4875 -0.9983 0.6078
N5 -0.7967 -1.6045 -0.4648
N6 0.3456 -1.3745 -0.7697
H2 -1.4016 1.9872 -0.6330

The calculation puts the gap between HOMO and LUMO at 8.40 eV. The charge is 0. Its spin multiplicity is 1. The LUMO energy comes out at -1.2 eV. Its SMILES is [H]/N=c1\ncnnnn1.

***

Most stable: (Q)

***

(P)
Computed, not measured: a gas-phase ion, C7H12NO2 (charge +1), with ωB97M-V/def2-TZVPD.

Geometry (Å):
C1 -3.3378 0.0326 0.3901
O1 -1.9065 -0.3713 0.3462
C2 -1.0957 0.6280 -0.0394
O2 -1.4291 1.7586 -0.2564
C3 0.3333 -0.1438 -0.1433
N1 -0.0348 -1.5934 -0.4563
C4 0.9233 0.0247 1.1849
C5 2.1988 0.4533 1.1063
C6 2.5542 0.8249 -0.3320
C7 1.3784 0.3213 -1.0855
H1 -3.6679 0.2173 1.5408
H2 -3.9803 -0.7398 -0.0474
H3 -3.4093 0.9763 -0.1423
H4 -0.7972 -1.9230 0.2380
H5 0.9108 -1.9448 -0.4515
H6 -0.4843 -1.8143 -1.2993
H7 0.3925 -0.2953 2.0049
H8 2.8301 0.6948 2.0122
H9 2.4968 1.9305 -0.4640
H10 3.5281 0.3680 -0.5405
H11 1.1367 1.0866 -1.7675
H12 1.4600 -0.4913 -1.7981

The calculation puts the gap between HOMO and LUMO at 10.52 eV. The charge is +1. Its spin multiplicity is 1. The LUMO energy comes out at -3.4 eV. Its SMILES is COC(=O)[C@]1([NH3+])C=CCC1.

***

(Q)
Computed, not measured: a molecular structure, C7H12NO2, with ωB97M-V/def2-TZVPD.

Geometry (Å):
C1 -1.0575 -0.3540 0.0920
C2 -0.1023 -1.2787 -0.0279
C3 -2.5357 -0.3581 0.2412
C4 0.9869 0.2967 0.0253
C5 0.2288 -2.5864 -0.5754
C6 1.8342 0.3799 1.3073
C7 -0.8131 2.0196 -0.6146
N1 -0.3579 0.8687 0.2222
O1 -3.1558 0.7179 0.1830
O2 1.4799 0.5407 -1.2080
H1 -3.0009 -1.3055 0.3483
H2 1.0043 -3.1618 -0.0906
H3 0.6959 -2.3233 -1.5530
H4 -0.7690 -3.0927 -0.6880
H5 2.3518 1.3660 1.4076
H6 2.6355 -0.2631 1.2822
H7 1.2096 0.1322 2.0627
H8 -1.6111 1.7942 -1.3596
H9 -1.2098 2.8468 0.0668
H10 0.1672 2.4013 -1.1633
H11 -0.3224 1.2001 1.1350
H12 2.3415 0.1594 -1.0933

The calculation puts the gap between HOMO and LUMO at 9.38 eV. The charge is +1. Its spin multiplicity is 1. The LUMO energy comes out at -4.1 eV.

***

Most stable: (P)

***

(P)
Computed, not measured: a gas-phase ion, C3H6NO (charge +1), with ωB97M-V/def2-TZVPD.

Geometry (Å):
C1 -2.1141 0.9705 0.1072
O1 -1.0056 0.8635 -0.7950
C2 -0.0713 0.1257 -0.5140
C3 1.2322 0.0400 -0.0183
N1 2.1063 -1.0520 0.0502
H1 -3.1754 0.9603 -0.3954
H2 -1.9756 1.9619 0.5938
H3 -1.9378 0.2171 0.8383
H4 3.1325 -0.8281 -0.0389
H5 1.9690 -1.7036 -0.7845
H6 1.8399 -1.5554 0.9566

The calculation puts the gap between HOMO and LUMO at 9.40 eV. The charge is +1. Its spin multiplicity is 1. The LUMO energy comes out at -4.9 eV. Its SMILES is COC#C[NH3+].

***

(Q)
Computed, not measured: a gas-phase ion, C3H6NO (charge +1), with ωB97M-V/def2-TZVPD.

Geometry (Å):
C1 2.3347 0.1367 -0.3942
C2 1.3308 -0.1356 0.4356
C3 -0.9029 0.5288 0.3044
N1 -2.3325 -0.0452 -0.1208
O1 -0.0174 -0.3610 0.1279
H1 3.3721 0.1687 0.0065
H2 2.2204 0.3036 -1.5311
H3 1.5099 -0.2656 1.5194
H4 -2.8092 0.8300 -0.3725
H5 -2.6110 -0.3427 0.7531
H6 -2.0948 -0.8176 -0.7283

The calculation puts the gap between HOMO and LUMO at 9.85 eV. The charge is +1. Its spin multiplicity is 1. The LUMO energy comes out at -4.9 eV.

***

Most stable: (Q)

***

(P)
Computed, not measured: a single C16H26N6O5S molecule, with ωB97M-V/def2-TZVPD.

Geometry (Å):
C1 5.5678 -1.8166 -1.3246
S1 4.3815 -1.5840 0.0172
C2 4.9482 -0.0739 0.8810
C3 4.0389 1.1437 0.7031
O1 4.2527 2.1489 1.3630
N1 3.0420 1.0646 -0.2029
C4 2.0709 2.1316 -0.3299
C5 0.9729 2.0278 0.7068
O2 0.2843 0.8104 0.4958
C6 -0.6954 0.5615 1.4852
C7 -1.3613 -0.7636 1.1854
N2 -2.0717 -0.7659 -0.0880
C8 -1.3554 -1.2894 -1.2390
C9 -3.3136 -0.2325 -0.1070
O3 -3.8345 0.2481 0.8854
C10 -4.0451 -0.2338 -1.4513
N3 -5.4362 0.1162 -1.3058
C11 -6.0122 1.1894 -0.7382
N4 -7.3173 1.1070 -0.8466
C12 -7.4932 -0.0731 -1.5032
C13 -8.8464 -0.6077 -1.8564
N5 -9.8491 0.1998 -1.4365
O4 -9.0079 -1.6484 -2.4555
N6 -6.3811 -0.7057 -1.7995
C14 5.2142 -0.4019 2.3838
C15 6.7111 -0.5723 2.0657
O5 7.1192 -1.9127 1.8665
C16 6.4670 0.2254 0.7693
H1 5.1785 -2.6441 -1.9157
H2 5.6346 -0.9355 -1.9599
H3 6.5509 -2.0847 -0.9453
H4 2.8400 0.1601 -0.5978
H5 2.5883 3.0828 -0.2125
H6 1.6390 2.0881 -1.3303
H7 1.4107 2.0487 1.7117
H8 0.2849 2.8777 0.6134
H9 -0.2300 0.5187 2.4784
H10 -1.4442 1.3613 1.4936
H11 -0.6079 -1.5518 1.1449
H12 -2.0679 -0.9923 1.9820
H13 -1.9287 -1.1685 -2.1521
H14 -0.4107 -0.7591 -1.3536
H15 -1.1486 -2.3535 -1.1049
H16 -3.5498 0.4626 -2.1323
H17 -4.0385 -1.2189 -1.9113
H18 -5.4505 1.9694 -0.2544
H19 -9.6392 1.0457 -0.9355
H20 -10.7971 -0.0767 -1.6174
H21 5.0327 0.4844 2.9890
H22 4.6952 -1.2639 2.8022
H23 7.4181 -0.1395 2.7700
H24 6.3711 -2.4037 1.5039
H25 7.0016 -0.0927 -0.1220
H26 6.6172 1.2924 0.9318

The calculation puts the gap between HOMO and LUMO at 9.40 eV. The charge is 0. Its spin multiplicity is 1. The LUMO energy comes out at 0.2 eV. Its SMILES is CS[C@]1(C(=O)NCCOCCN(C)C(=O)Cn2cnc(C(N)=O)n2)C[C@H](O)C1.

***

(Q)
Computed, not measured: a single C16H26N6O5S molecule, with ωB97M-V/def2-TZVPD.

Geometry (Å):
C1 -3.5303 5.3616 -2.0025
S1 -2.2714 5.0182 -0.7633
C2 -0.8131 4.6573 -1.7841
C3 0.3560 4.3416 -0.8482
O1 1.4835 4.7484 -1.0641
N1 0.0618 3.5267 0.1921
C4 1.1132 2.9642 1.0150
C5 1.7956 1.7926 0.3415
O2 0.8315 0.7760 0.1421
C6 1.3430 -0.3210 -0.5889
C7 0.2548 -1.3634 -0.7167
N2 -0.1457 -1.9116 0.5731
C8 -1.2905 -1.3221 1.2506
C9 0.5391 -2.9798 1.0401
O3 1.5023 -3.4546 0.4638
C10 0.0578 -3.5550 2.3734
N3 0.5848 -4.8761 2.6067
C11 1.8556 -5.3095 2.6576
N4 1.8790 -6.6011 2.8891
C12 0.5571 -6.9197 2.9646
C13 0.0741 -8.3140 3.2159
N5 1.0902 -9.2008 3.3406
O4 -1.1006 -8.5994 3.2970
N6 -0.2608 -5.9054 2.7984
C14 -0.8910 3.5440 -2.8672
C15 -0.0251 4.4457 -3.7725
O5 -0.3168 4.4964 -5.1463
C16 -0.3840 5.6508 -2.8817
H1 -4.4509 5.5338 -1.4474
H2 -3.3017 6.2595 -2.5727
H3 -3.6893 4.5181 -2.6719
H4 -0.8616 3.1289 0.2424
H5 1.8488 3.7415 1.2178
H6 0.6748 2.6450 1.9608
H7 2.2159 2.1132 -0.6190
H8 2.6164 1.4220 0.9686
H9 1.6634 0.0032 -1.5877
H10 2.2104 -0.7535 -0.0766
H11 -0.6268 -0.9222 -1.1843
H12 0.6135 -2.1773 -1.3447
H13 -1.1505 -1.3133 2.3298
H14 -1.3765 -0.2868 0.9326
H15 -2.2203 -1.8478 1.0169
H16 0.3580 -2.8799 3.1788
H17 -1.0241 -3.6560 2.4059
H18 2.7027 -4.6637 2.5045
H19 2.0426 -8.8921 3.2501
H20 0.8697 -10.1671 3.5001
H21 -0.5205 2.5554 -2.5954
H22 -1.9004 3.4525 -3.2721
H23 1.0312 4.2012 -3.6912
H24 -1.2352 4.7627 -5.2593
H25 -1.2443 6.1825 -3.2916
H26 0.4049 6.3501 -2.6203

The calculation puts the gap between HOMO and LUMO at 9.39 eV. The charge is 0. Its spin multiplicity is 1. The LUMO energy comes out at 0.3 eV. Its SMILES is CS[C@]1(C(=O)NCCOCCN(C)C(=O)Cn2cnc(C(N)=O)n2)C[C@H](O)C1.

***

Most stable: (Q)

***

(P)
Computed, not measured: a gas-phase ion, C4H8N (charge +1), with ωB97M-V/def2-TZVPD.

Geometry (Å):
C1 0.5703 -1.0756 -1.5489
N1 0.6902 0.0189 -0.8588
C2 -0.0931 0.3185 0.2647
C3 -0.4884 1.6546 0.2611
C4 -0.2926 -0.6528 1.3680
H1 1.1890 -1.1417 -2.4208
H2 -0.2854 -1.6690 -1.6603
H3 1.3708 0.8341 -1.0294
H4 -0.4031 2.3853 -0.5616
H5 -1.0270 2.0222 1.1138
H6 0.6281 -1.1527 1.6797
H7 -0.7831 -0.1403 2.2344
H8 -1.0758 -1.4016 1.1583

The calculation puts the gap between HOMO and LUMO at 8.55 eV. The charge is +1. Its spin multiplicity is 1. The LUMO energy comes out at -5.9 eV. Its SMILES is C=[NH+]C(=C)C.

***

(Q)
Computed, not measured: a molecular structure, C4H8N, with ωB97M-V/def2-TZVPD.

Geometry (Å):
C1 1.5273 -0.8449 0.1689
C2 0.2097 1.1337 -0.0478
C3 -1.5218 -0.6882 0.2519
C4 2.0195 0.2693 -0.0843
N1 -0.6717 0.2390 -0.4568
H1 -0.7467 0.1708 -1.4877
H2 0.5825 1.8254 -0.6605
H3 0.1449 1.2861 0.9741
H4 -1.3454 -0.4961 1.3626
H5 -2.5250 -0.3913 0.0156
H6 -1.4204 -1.7723 0.0469
H7 1.0064 -1.7030 0.1704
H8 2.7405 0.9715 -0.2532

The calculation puts the gap between HOMO and LUMO at 9.30 eV. The charge is +1. Its spin multiplicity is 1. The LUMO energy comes out at -5.3 eV.

***

Most stable: (P)

***

(P)
Computed, not measured: a gas-phase ion, C4H8N (charge +1), with ωB97M-V/def2-TZVPD.

Geometry (Å):
C1 -1.3948 -0.2044 0.3043
N1 -0.1275 -0.1663 -0.5452
C2 0.9673 -1.0476 -0.2533
C3 1.8115 -0.1438 0.2682
C4 0.8084 1.0082 -0.0265
H1 -0.9980 -0.1899 1.2665
H2 -2.0178 0.6422 0.1056
H3 -2.0438 -1.1744 0.0605
H4 -0.4721 -0.0513 -1.5134
H5 0.9699 -2.1599 -0.4292
H6 2.8371 -0.1786 0.6948
H7 0.4523 1.7664 0.6417
H8 1.0828 1.4720 -0.9939

The calculation puts the gap between HOMO and LUMO at 12.08 eV. The charge is +1. Its spin multiplicity is 1. The LUMO energy comes out at -3.4 eV. Its SMILES is C[N@@H+]1C=CC1.

***

(Q)
Computed, not measured: a gas-phase ion, C4H8N (charge +1), with ωB97M-V/def2-TZVPD.

Geometry (Å):
C1 -1.2808 0.1598 0.3550
C2 0.8052 -0.7893 -0.0239
C3 -0.7214 -1.0383 -0.2647
C4 -0.3502 1.0915 -0.4024
N1 0.9352 0.6651 0.1595
H1 -2.2883 0.4182 0.2233
H2 -1.0486 0.2691 1.4131
H3 1.1167 -1.2411 1.0424
H4 1.5838 -1.0673 -0.8162
H5 -1.1347 -1.6365 -1.0261
H6 -0.3521 1.1862 -1.5954
H7 0.9348 0.8444 1.1314
H8 1.8004 1.1382 -0.1960

The calculation puts the gap between HOMO and LUMO (alpha / beta) at 8.37 / 9.27 eV. The charge is +1. Its spin multiplicity is 1. The LUMO energy (alpha / beta) comes out at -5.1 / -4.8 eV.

***

(R)
Computed, not measured: 2 unconnected molecules or ions with the total composition C4H8N, with ωB97M-V/def2-TZVPD.

Geometry (Å):
C1 -0.1470 -0.1584 0.7289
C2 0.5713 -0.3571 1.8914
C3 1.2519 -0.1599 0.6989
C4 2.3710 -0.2791 -0.2367
N1 -2.5903 0.6004 -1.0373
H1 -1.2280 0.0167 0.3388
H2 0.7168 -0.5278 2.8813
H3 3.3824 0.1272 0.0239
H4 1.9069 0.1946 -1.2213
H5 2.5427 -1.2992 -0.4376
H6 -3.3716 0.5921 -0.3381
H7 -2.9231 -0.1951 -1.6833
H8 -2.4830 1.4457 -1.6090

The calculation puts the gap between HOMO and LUMO at 10.00 eV. The charge is +1. Its spin multiplicity is 1. The LUMO energy comes out at -4.3 eV.

***

Most stable: (P)